DFT (wB97M-V/def2-TZVPD) results for a cluster of 2 separate species, C4H9NOS in total.

As for the charge: 0. The value obtained for the HOMO-LUMO gap (spin up / spin down) is 8.7 / 8.7 eV. The value obtained for the energy above the lowest of the compared OMol25 structures with the same formula, charge and spin is 112.2 kcal per mole.

Last column: Mulliken charge in e.
CARTESIAN COORDINATES (ANGSTROEM)
1 C 0.80297 -0.58005 0.31424  0.20
2 C 0.94172 -3.05485 0.60993  -0.39
3 C -0.66588 0.26860 1.98400  -0.73
4 C -0.71180 1.56010 -1.91712  -0.43
5 N 0.68755 -1.80761 0.66090  -0.18
6 O 0.12865 0.42615 0.83468  -0.33
7 S -0.08238 0.67461 -3.41775  -0.21
8 H 0.03166 1.76395 -4.23972  0.11
9 H 0.18251 -3.55277 0.11928  0.25
10 H 1.68174 -3.55380 1.14561  0.28
11 H -0.22964 0.33314 2.96290  0.27
12 H -1.25987 -0.63565 1.78248  0.34
13 H -1.39283 1.02072 1.85456  0.27
14 H -0.19203 2.49474 -1.68511  0.29
15 H -0.67481 0.92581 -1.06855  -0.15
16 H -1.69304 1.88095 -2.05081  0.41

Atoms 1-3, force components in eV/Å:
0.132 -1.195 -0.289
-1.295 2.168 0.251
-1.852 -1.307 -1.008